C64H58F6N5O | ωB97M-V/def2-TZVPD

Summary:
**Energy above the lowest of the compared OMol25 structures with the same formula, charge and spin**: 35.7 kcal per mole
**Highest occupied orbital energy**: -6.96 eV
**Charge**: +1
**Gap between HOMO and LUMO**: 2.36 eV

Geometry as XYZ:
```
134
Properties=species:S:1:pos:R:3:forces:R:3
C -6.6376 -2.4461 5.5158 -0.23 -0.09 0.14
C -5.3567 -1.7616 5.1544 0.22 0.17 -0.22
C -5.2848 -1.0004 3.9890 0.38 0.13 0.24
C -4.0832 -0.4157 3.5715 -0.04 -0.55 0.16
C -4.0734 0.3387 2.2731 -0.11 0.14 -0.36
C -2.9504 -0.6191 4.3755 -0.68 -0.35 -0.20
N -1.6883 -0.1116 3.9349 1.33 0.80 0.56
C -1.3909 1.2467 3.8383 0.81 -1.03 0.15
C -2.3216 2.3324 4.0753 -0.39 1.27 0.21
C -2.1479 3.4672 3.2555 -0.59 -0.46 0.07
C -3.1226 4.4611 3.2531 0.10 0.01 0.33
C -4.1943 4.3893 4.1524 0.05 -0.21 -0.06
C -4.2838 3.3341 5.0685 0.26 0.11 -0.04
C -3.3249 2.3236 5.0702 0.33 -0.16 -0.67
N -0.1396 1.4320 3.5202 -0.52 -0.68 -0.07
N 0.4247 0.1680 3.4372 -1.18 1.32 0.39
C 1.8521 0.1658 3.4083 0.94 -0.03 -0.28
C 2.5262 0.8256 4.4525 0.39 -0.83 -0.30
C 1.8791 1.6488 5.5105 -0.05 0.42 0.51
C 3.9061 0.6461 4.5355 -0.04 0.00 -0.14
C 4.6044 -0.1588 3.6399 -0.25 -0.02 -0.25
C 6.0567 -0.4344 3.9076 0.22 0.02 0.02
C 3.9295 -0.6400 2.5091 -0.18 0.47 0.38
C 2.5609 -0.3961 2.3310 0.37 -0.14 0.59
C 1.9304 -0.7351 1.0163 -0.40 -0.36 -0.26
C -0.4980 -0.7827 3.7340 -0.40 0.45 -1.51
C -0.2917 -2.2230 3.5372 -0.59 -2.29 -1.07
O 0.7755 -2.6165 3.0107 -0.63 0.70 1.66
C -1.4702 -3.1525 3.7790 1.17 1.44 -0.74
C -1.5299 -4.0887 4.9138 0.51 -0.94 0.01
C -2.3874 -3.2132 2.7089 -0.70 0.58 0.41
C -2.1890 -2.4422 1.5238 0.17 -0.06 0.20
C -3.1597 -2.3841 0.5351 -0.19 -0.38 0.11
C -4.3159 -3.1640 0.6301 -0.05 0.49 -0.24
C -4.5309 -3.9531 1.7695 0.32 -0.16 0.09
C -3.5983 -3.9820 2.7909 0.09 -0.04 -0.05
C -3.0091 -1.2808 5.6041 -0.31 -0.26 0.09
C -1.8135 -1.3674 6.5155 0.02 -0.20 0.45
C -4.2216 -1.8896 5.9620 0.23 0.42 -0.27
H -6.5222 -2.9635 6.4721 -0.19 0.01 -0.14
H -7.4569 -1.7213 5.6011 0.13 -0.17 0.03
H -6.9289 -3.1764 4.7485 0.11 0.13 0.18
H -6.1748 -0.8747 3.3669 0.26 -0.07 0.17
H -3.0904 0.3455 1.7901 -0.15 -0.01 0.12
H -4.7772 -0.1487 1.5837 0.26 0.13 0.12
H -4.4056 1.3818 2.3959 0.12 -0.23 0.10
H -1.2675 3.5048 2.6106 -0.43 0.00 0.02
H -3.0419 5.2896 2.5495 -0.02 -0.12 0.29
H -4.9554 5.1696 4.1550 0.18 -0.22 -0.04
H -5.1046 3.2816 5.7834 0.25 0.15 -0.14
H -3.3427 1.5243 5.8148 -0.21 0.21 -0.37
H 2.6604 2.2824 5.9424 -0.23 -0.05 0.07
H 1.0910 2.2931 5.1216 0.16 -0.11 0.15
H 1.4734 1.0412 6.3278 -0.05 0.00 -0.14
H 4.4525 1.1328 5.3505 -0.22 -0.22 -0.24
H 6.3921 -1.3478 3.4131 -0.01 0.08 0.03
H 6.6940 0.3928 3.5704 -0.13 -0.14 -0.03
H 6.2245 -0.5394 4.9859 -0.01 -0.05 -0.23
H 4.4583 -1.2103 1.7452 -0.02 0.21 0.13
H 2.6333 -0.5531 0.1929 -0.04 0.11 0.24
H 1.6513 -1.7947 0.9765 -0.07 0.12 0.10
H 1.0289 -0.1345 0.8299 0.17 -0.14 0.08
H -1.8021 -5.0984 4.5677 0.13 0.10 0.27
H -0.5555 -4.1466 5.4183 -0.23 -0.11 0.00
H -2.2863 -3.7912 5.6601 0.11 -0.08 -0.10
H -1.2339 -1.9236 1.3915 -0.36 -0.13 -0.05
H -2.9934 -1.7310 -0.3221 -0.11 -0.23 0.02
H -5.0476 -3.1477 -0.1762 0.12 -0.01 0.20
H -5.4364 -4.5618 1.8451 0.29 0.21 -0.03
H -3.7815 -4.6054 3.6758 0.06 0.37 -0.39
H -2.1483 -1.7424 7.4928 0.16 0.21 -0.20
H -1.0571 -2.0794 6.1569 -0.21 0.33 0.00
H -1.3177 -0.3973 6.6716 -0.19 -0.17 -0.09
H -4.2828 -2.4679 6.8881 0.05 0.24 -0.25
F 3.6619 -3.0696 -10.0027 0.09 -0.07 1.55
C 3.7288 -3.3113 -8.6635 -0.53 -1.70 -0.46
F 2.4624 -3.6234 -8.2188 1.16 0.36 -0.59
F 4.4917 -4.4466 -8.4767 -0.84 1.24 -0.41
C 4.3012 -2.1757 -7.8517 0.13 0.12 0.25
N 4.4397 -2.6210 -6.4567 -0.99 0.82 -0.24
C 5.7822 -2.9002 -6.0807 1.52 -0.88 0.07
C 6.7437 -1.8734 -6.1453 -0.52 -0.29 0.36
C 8.0583 -2.1335 -5.7650 -0.05 -0.21 0.01
C 8.4350 -3.4332 -5.3979 -0.08 0.08 -0.21
C 7.5077 -4.4796 -5.4709 0.12 0.19 0.16
C 6.1788 -4.2192 -5.7981 -0.19 0.55 -0.04
C 3.4704 -2.3508 -5.5196 0.74 0.16 -0.56
C 3.6475 -2.8218 -4.1926 -0.10 0.07 0.84
C 2.8200 -2.3996 -3.1736 0.14 -0.25 -0.42
C 1.7814 -1.4480 -3.4352 -0.19 0.44 0.42
C 0.9789 -0.8872 -2.4122 0.36 -0.05 -1.29
C 0.2855 0.3491 -2.6414 -0.30 0.62 0.08
C -1.1162 0.4527 -2.4057 0.47 0.11 -0.07
C -1.8268 1.5668 -2.8207 -0.12 -0.10 0.03
C -1.1325 2.7065 -3.2953 0.06 0.36 -0.09
N -1.7405 3.9217 -3.5425 -0.75 -0.56 0.37
C -3.1889 4.1185 -3.3657 0.68 0.05 0.15
C -3.8726 3.9991 -4.7042 -0.14 -0.08 -1.58
F -5.2009 4.2913 -4.6648 1.34 -0.32 0.06
F -3.2731 4.8563 -5.6054 -0.88 -0.87 0.88
F -3.7260 2.7328 -5.2226 -0.29 1.16 0.51
C -1.0081 5.1436 -3.4454 0.26 1.24 -0.36
C -0.4518 5.7389 -4.5914 -0.16 -0.22 0.53
C 0.0778 7.0264 -4.4975 0.10 -0.04 0.34
C 0.0927 7.6976 -3.2669 -0.24 -0.08 -0.04
C -0.4837 7.1090 -2.1332 0.07 -0.04 -0.24
C -1.0515 5.8425 -2.2266 0.27 -0.32 -0.49
C 0.2626 2.6349 -3.5131 0.01 -0.43 0.35
C 0.9545 1.4829 -3.2041 -0.44 -0.28 -0.35
C 1.5577 -1.0729 -4.8047 0.38 0.04 -0.31
C 2.3426 -1.5494 -5.8302 -0.50 0.07 0.40
H 5.3046 -1.9454 -8.2337 -0.44 -0.02 0.00
H 3.6561 -1.2949 -7.9278 0.27 -0.20 -0.20
H 6.4297 -0.8764 -6.4737 0.20 -0.30 0.24
H 8.7846 -1.3166 -5.7658 -0.21 -0.35 0.01
H 9.4662 -3.6333 -5.0903 -0.42 0.06 -0.18
H 7.8202 -5.5058 -5.2716 -0.08 0.33 0.01
H 5.4343 -5.0190 -5.8499 0.30 0.26 0.02
H 4.4801 -3.5001 -3.9992 -0.34 0.27 0.07
H 2.9785 -2.7510 -2.1483 -0.05 0.11 -0.42
H 0.8529 -1.4116 -1.4712 -0.04 -0.12 0.03
H -1.6254 -0.4021 -1.9574 -0.01 0.25 -0.19
H -2.9229 1.5700 -2.7908 0.62 -0.14 0.18
H -3.5804 3.3869 -2.6559 -0.27 0.30 -0.11
H -3.3270 5.1490 -3.0037 -0.25 -0.54 -0.06
H -0.4610 5.1866 -5.5368 -0.08 0.30 0.34
H 0.4639 7.5122 -5.3925 0.00 -0.12 0.26
H 0.5164 8.7026 -3.1945 -0.15 -0.37 -0.07
H -0.5184 7.6364 -1.1799 0.09 -0.07 -0.29
H -1.5474 5.3675 -1.3769 0.21 0.21 -0.14
H 0.7570 3.5078 -3.9297 0.08 -0.27 0.20
H 2.0264 1.4612 -3.3948 -0.20 -0.18 0.12
H 0.7435 -0.3937 -5.0621 0.15 -0.31 0.22
H 2.0983 -1.2877 -6.8583 0.01 -0.08 0.43
```
Forces are in eV/Å.